Record 1
A 14-piece molecular cluster, C42H112O14 overall at a distorted geometry, computed with ωB97M-V/def2-TZVPD.

Geometry as XYZ:
```
168
Properties=species:S:1:pos:R:3
C -6.64305 -2.33070 -0.33142
C -7.94942 -1.87765 0.32717
C -8.44223 -2.94187 1.30554
O -7.77021 -0.64847 0.94206
H -6.63964 -3.37707 -0.63673
H -5.87438 -2.20124 0.43047
H -6.48055 -1.76268 -1.24742
H -8.70902 -1.89160 -0.45444
H -7.60952 -3.28257 1.92085
H -8.72933 -3.81408 0.71823
H -9.20925 -2.49341 1.93694
H -8.57814 -0.18350 1.17151
C -1.05367 0.46838 -1.13081
C 0.14224 0.56124 -0.18916
C 0.92064 -0.78317 -0.19881
O 1.00068 1.62465 -0.60842
H -0.72395 0.21783 -2.13908
H -1.51926 1.45386 -1.11912
H -1.82163 -0.26310 -0.87925
H -0.19481 0.78372 0.82327
H 0.21144 -1.47202 0.26013
H 1.83752 -0.71966 0.38718
H 1.05604 -1.21807 -1.18908
H 1.77232 1.60169 -0.03778
C -0.34157 4.39393 -5.59099
C -1.04952 5.05669 -4.39964
C -0.05778 5.71944 -3.50208
O -1.80611 6.01573 -4.95958
H 0.47726 4.98129 -6.00648
H -1.04780 4.14190 -6.38208
H 0.09275 3.49105 -5.16170
H -1.75160 4.41453 -3.86784
H -0.47172 6.06872 -2.55617
H 0.33352 6.62999 -3.95582
H 0.80418 5.12292 -3.20328
H -2.29483 6.46466 -4.26588
C 5.41639 4.03176 3.23842
C 5.58409 3.78361 1.74879
C 6.99966 3.84032 1.22892
O 4.98663 2.53110 1.37783
H 5.84819 3.21879 3.82214
H 4.35356 4.09974 3.47051
H 5.86968 4.97711 3.53664
H 5.02844 4.56796 1.23483
H 7.65930 3.15222 1.75760
H 7.45962 4.81891 1.36641
H 7.10585 3.66378 0.15857
H 5.54949 1.81199 1.67391
C 5.16971 -1.43105 -3.92160
C 4.61765 -0.11652 -3.33512
C 5.49086 1.07707 -3.65973
O 3.44453 0.19283 -3.96853
H 6.21947 -1.53534 -3.64734
H 5.26622 -1.44044 -5.00728
H 4.68909 -2.34517 -3.57303
H 4.50251 -0.21066 -2.25532
H 5.54660 1.24946 -4.73457
H 6.53049 1.09105 -3.33253
H 5.06123 1.99347 -3.25509
H 2.98846 0.79481 -3.37589
C 6.23674 -3.69887 7.31270
C 6.04897 -3.67132 5.77916
C 4.97890 -2.62640 5.35140
O 7.25993 -3.26991 5.23406
H 6.60094 -2.73992 7.68129
H 6.93776 -4.48099 7.60417
H 5.33826 -3.87497 7.90416
H 5.84808 -4.66696 5.38364
H 5.17195 -1.62871 5.74567
H 3.99694 -2.93801 5.70744
H 4.93934 -2.66443 4.26278
H 7.93729 -3.60803 5.82436
C -0.68364 -4.70738 4.92203
C -1.88378 -5.61579 4.47608
C -3.20155 -4.84740 4.12451
O -1.44130 -6.37715 3.39739
H 0.18377 -5.36699 4.94688
H -0.90027 -4.26087 5.89249
H -0.44987 -3.90329 4.22425
H -2.05253 -6.37279 5.24196
H -3.81449 -5.55442 3.56547
H -2.99656 -3.99191 3.48090
H -3.80015 -4.62142 5.00696
H -0.64095 -6.81156 3.70125
C 9.66338 -1.20332 0.86895
C 8.16246 -1.11815 0.67502
C 7.66718 -2.54121 0.34877
O 7.59242 -0.78214 1.92251
H 10.02690 -0.31249 1.38117
H 10.16645 -1.38748 -0.08032
H 9.89580 -2.01881 1.55383
H 7.92807 -0.37725 -0.08934
H 7.83938 -3.22690 1.17839
H 8.06185 -2.98810 -0.56372
H 6.59253 -2.45541 0.18794
H 7.75349 -1.54110 2.48788
C 2.60156 1.99314 8.04713
C 1.50401 2.23870 7.05685
C 1.39453 1.11627 6.04550
O 0.27668 2.28156 7.70724
H 3.57704 2.10569 7.57398
H 2.42787 1.02268 8.51202
H 2.60502 2.64638 8.91970
H 1.57720 3.16736 6.49088
H 2.32167 0.95860 5.49446
H 0.70794 1.32159 5.22420
H 1.12790 0.17701 6.53005
H -0.38824 2.66564 7.13108
C -8.61782 5.17953 -0.82210
C -7.27395 5.05347 -0.16094
C -6.33058 4.24793 -1.02189
O -6.76210 6.39020 0.06165
H -9.27907 5.90348 -0.34593
H -8.99712 4.15777 -0.83815
H -8.51528 5.50916 -1.85599
H -7.41062 4.43000 0.72263
H -5.39405 4.17554 -0.46893
H -6.19916 4.79109 -1.95774
H -6.65342 3.21924 -1.18212
H -7.39808 6.86312 0.60339
C -0.62015 -2.18471 -8.41637
C 0.16300 -1.99583 -7.12359
C 0.65737 -3.33524 -6.51402
O 1.37496 -1.36209 -7.39334
H -1.61211 -2.57484 -8.18850
H -0.17879 -2.75103 -9.23648
H -0.73818 -1.17531 -8.81042
H -0.45656 -1.45203 -6.41048
H 1.35332 -3.31763 -5.67530
H 1.14536 -3.88258 -7.32048
H -0.10441 -4.02904 -6.15844
H 1.75747 -1.03796 -6.57466
C -5.48460 1.32908 -5.57961
C -5.05666 0.16433 -6.43250
C -5.12520 -1.18648 -5.71906
O -5.86291 0.06406 -7.55674
H -4.78801 1.53533 -4.76701
H -6.42589 1.26281 -5.03402
H -5.51530 2.21829 -6.20927
H -4.04534 0.31536 -6.81001
H -4.48112 -1.16034 -4.84009
H -4.78289 -2.02000 -6.33238
H -6.14582 -1.44417 -5.43618
H -5.58070 0.67730 -8.23930
C -0.74437 -6.10796 -1.50027
C -2.27572 -6.03846 -1.49860
C -2.87814 -6.26807 -2.88936
O -2.74675 -7.04471 -0.67995
H -0.32607 -7.07094 -1.79315
H -0.32874 -5.93943 -0.50681
H -0.35186 -5.32966 -2.15471
H -2.61888 -5.04920 -1.19577
H -3.95879 -6.40482 -2.84955
H -2.49003 -7.20621 -3.28605
H -2.65733 -5.51127 -3.64210
H -2.24948 -6.98393 0.13897
C -1.53199 4.93549 2.64623
C -2.28624 5.25806 3.95234
C -3.72760 5.69896 3.69466
O -2.37906 4.05579 4.75088
H -0.47784 4.74535 2.84798
H -1.51596 5.72465 1.89451
H -1.94669 4.00660 2.25473
H -1.76303 5.95472 4.60734
H -4.22315 5.96181 4.62924
H -4.28881 4.89679 3.21541
H -3.84671 6.49432 2.95892
H -2.96610 3.43340 4.31543
```

2S+1: 1
Relative energy (zero: lowest compared OMol25 entry of this formula, charge and spin): 113.2 kcal/mol

***

Record 2
A 14-piece molecular cluster, C42H112O14 overall at a distorted geometry, computed with ωB97M-V/def2-TZVPD.

Geometry as XYZ:
```
168
Properties=species:S:1:pos:R:3
C 2.93100 -0.80326 -3.81078
C 3.65601 -1.09287 -5.10148
C 4.20799 0.12758 -5.73769
O 4.75828 -1.99028 -4.86322
H 2.27820 -1.65616 -3.62500
H 2.29804 0.06599 -3.98928
H 3.68921 -0.78506 -3.02791
H 2.99036 -1.63103 -5.77631
H 3.39157 0.69642 -6.18263
H 4.94720 0.01414 -6.53066
H 4.64625 0.77539 -4.97850
H 4.34968 -2.82025 -4.60673
C -2.24628 -4.94279 -0.50416
C -2.08107 -4.68416 0.97946
C -2.31540 -5.98277 1.79070
O -0.75764 -4.26973 1.16266
H -1.89011 -4.01369 -0.94913
H -3.26955 -5.13310 -0.82791
H -1.68000 -5.80177 -0.86413
H -2.80274 -3.91051 1.24168
H -2.41526 -5.94065 2.87530
H -1.57775 -6.71329 1.45857
H -3.24029 -6.48780 1.51208
H -0.75777 -3.35153 0.88245
C -4.28514 -0.11263 -2.57656
C -5.22674 -1.18713 -1.99331
C -4.52240 -2.52233 -1.89159
O -5.80905 -0.74844 -0.78116
H -3.55929 0.28040 -1.86468
H -4.89109 0.72292 -2.92697
H -3.65653 -0.33332 -3.43926
H -6.05317 -1.25438 -2.70084
H -4.08784 -2.94393 -2.79797
H -5.26637 -3.24272 -1.55153
H -3.70826 -2.37930 -1.18108
H -6.11114 0.13893 -0.98835
C -1.25853 1.72324 -4.56064
C -1.23815 3.05531 -3.78699
C -0.21261 3.02461 -2.62338
O -0.99148 4.06959 -4.70641
H -1.61588 0.84458 -4.02365
H -0.33626 1.59502 -5.12728
H -1.98127 1.77647 -5.37484
H -2.20854 3.14102 -3.29802
H 0.78364 3.02360 -3.06562
H -0.30852 2.11085 -2.03692
H -0.33142 3.92229 -2.01663
H -1.58084 3.90711 -5.44658
C -0.55344 0.72863 0.71451
C -0.59980 -0.45640 -0.27690
C 0.77017 -0.69027 -0.91246
O -1.00183 -1.65849 0.42020
H -1.57192 0.86822 1.07689
H -0.13823 1.68695 0.40255
H 0.06138 0.47493 1.57807
H -1.27555 -0.15080 -1.07569
H 1.50565 -1.03428 -0.18525
H 1.20496 0.14913 -1.45511
H 0.67216 -1.54996 -1.57536
H -1.82638 -1.48183 0.87903
C 5.54853 -3.78005 -0.30808
C 4.22358 -4.03542 0.22900
C 3.37404 -2.73847 0.32246
O 3.64695 -4.87658 -0.75505
H 5.64666 -3.37881 -1.31678
H 6.15041 -4.68738 -0.25717
H 6.12009 -3.03379 0.24375
H 4.18896 -4.54740 1.19066
H 3.60436 -2.16926 -0.57813
H 3.69788 -2.08005 1.12852
H 2.31392 -2.97606 0.41072
H 2.75785 -5.06475 -0.44573
C 1.04996 5.17629 2.16608
C 1.27998 4.48772 0.82835
C 1.25275 5.42696 -0.35983
O 2.52663 3.88919 0.91376
H 1.64908 6.07337 2.32229
H 1.10209 4.48277 3.00537
H 0.03931 5.58439 2.17781
H 0.52286 3.74036 0.59102
H 1.75514 6.38334 -0.21475
H 0.23109 5.74599 -0.56606
H 1.76209 4.97917 -1.21316
H 3.08101 4.38463 0.30648
C -3.22532 -0.83571 3.47841
C -4.28877 -0.54782 2.48830
C -4.75343 0.90090 2.52577
O -3.79641 -0.82383 1.16954
H -3.05039 -1.90326 3.34491
H -3.53095 -0.61208 4.50050
H -2.30798 -0.24804 3.44317
H -5.16810 -1.17897 2.61682
H -4.01582 1.66990 2.29625
H -5.22668 1.09876 3.48753
H -5.41528 0.98703 1.66400
H -4.52171 -0.75506 0.54439
C -2.04270 3.17830 4.28534
C -2.87248 4.48572 4.46171
C -4.35465 4.17192 4.81734
O -2.40136 5.25982 5.54667
H -2.39375 2.38545 4.94583
H -1.01391 3.36671 4.59227
H -1.92664 2.84604 3.25373
H -2.84495 5.08088 3.54896
H -4.94585 3.72433 4.01843
H -4.95070 4.97880 5.24370
H -4.43254 3.42227 5.60477
H -2.55219 4.64537 6.26868
C -0.73658 -4.28875 4.65612
C 0.60307 -3.66870 4.25299
C 0.37740 -2.24473 3.70729
O 1.55098 -3.71786 5.26164
H -1.07393 -3.96142 5.63956
H -0.57292 -5.36616 4.67866
H -1.49796 -4.15161 3.88827
H 1.00920 -4.28914 3.45411
H -0.22071 -2.22257 2.79631
H 1.28342 -1.65641 3.56194
H -0.21939 -1.70583 4.44317
H 1.02232 -3.68754 6.06239
C -4.07458 5.87433 -0.06949
C -4.55420 4.53290 -0.41708
C -3.53884 3.45563 -0.04876
O -5.71155 4.12795 0.27252
H -4.03212 5.92481 1.01851
H -4.67107 6.73361 -0.37596
H -3.08727 6.04655 -0.49806
H -4.86610 4.43078 -1.45649
H -2.80796 3.42225 -0.85672
H -3.93519 2.45886 0.14480
H -2.93084 3.72091 0.81615
H -6.37126 4.82097 0.19440
C 3.11244 -6.49110 -4.12768
C 2.66071 -5.08260 -4.25518
C 1.41270 -4.70092 -3.43757
O 3.65099 -4.22642 -3.72810
H 3.55120 -6.72561 -3.15784
H 3.79002 -6.71116 -4.95264
H 2.21983 -7.09893 -4.27564
H 2.53637 -4.82338 -5.30658
H 1.45901 -5.06888 -2.41260
H 0.61558 -5.26017 -3.92741
H 1.08091 -3.66284 -3.41751
H 3.71639 -4.44579 -2.79579
C 3.74257 1.96582 -2.05520
C 5.08894 2.65932 -2.13473
C 5.76583 2.45454 -0.76834
O 5.90632 1.96823 -3.02385
H 3.34783 1.85907 -3.06559
H 3.07666 2.53579 -1.40728
H 3.83616 0.94890 -1.67413
H 5.02718 3.67025 -2.53760
H 5.29180 3.09240 -0.02233
H 6.83990 2.64024 -0.77015
H 5.75358 1.40303 -0.48151
H 5.82131 1.04375 -2.77950
C 1.43964 1.42391 3.98384
C 2.93276 1.49027 3.56449
C 3.19191 0.63630 2.30445
O 3.25642 2.84479 3.37488
H 1.12928 0.38612 4.10535
H 0.78487 1.86302 3.23114
H 1.30397 2.00588 4.89544
H 3.58937 1.12514 4.35420
H 2.94184 -0.41563 2.44239
H 4.19225 0.71133 1.87809
H 2.55448 0.94744 1.47682
H 3.04196 2.99881 2.45191
```

2S+1: 1
Relative energy (zero: lowest compared OMol25 entry of this formula, charge and spin): 77.2 kcal/mol

***

| no. | HOMO-LUMO gap (eV) |
| --- | --- |
| 1 | 9.878 |
| 2 | 9.604 |